i:
The following is a quantum chemistry calculation of a gas-phase ion, C5H12NO2 (charge -1), from OMol25.

```
20
C5H12NO2 ωB97M-V/def2-TZVPD
C -1.49 -1.11 -0.46
C -0.61 0.17 -0.31
C -0.82 0.71 1.12
C 0.49 1.34 1.75
O 1.42 0.35 2.12
N 0.75 -0.14 -0.64
C 1.17 -0.40 -2.04
O 1.43 -1.70 -2.24
H -2.56 -0.97 -0.33
H -1.28 -1.71 -1.35
H -1.19 -1.73 0.39
H -1.09 0.96 -0.92
H -1.59 1.48 1.20
H -0.94 -0.14 1.81
H 0.98 1.89 0.94
H 0.13 1.82 2.66
H 1.70 -0.08 1.30
H 1.01 -0.97 -0.13
H 0.38 0.02 -2.71
H 2.10 0.20 -2.17
```

**E_HOMO**: -2.53 eV
**Orbital gap**: 6.3 eV
**Total charge**: -1
**LUMO**: 3.82 eV
**Molecular weight**: 118.16 g/mol
**SMILES**: C[C@@H](CCO)NC[O-]

***

ii:
The following is a quantum chemistry calculation of 2 unconnected molecules or ions with the total composition C5H12NO2, from OMol25.

```
20
C5H12NO2 ωB97M-V/def2-TZVPD
N -0.13 -0.80 0.72
C -0.81 0.33 1.46
C -1.75 1.02 0.42
C -1.16 0.92 -0.91
C -0.16 -0.34 -0.66
C 1.36 0.09 -1.20
O 2.19 -0.93 -1.16
H -0.78 -1.67 0.94
H -1.30 -0.27 2.22
H -0.07 1.03 1.94
H -2.75 0.92 0.49
H -1.92 2.12 0.70
H -1.81 0.92 -1.85
H -0.53 1.70 -1.18
H -0.59 -1.17 -1.29
H 1.25 0.45 -2.27
H 1.81 1.04 -0.83
H 1.84 -1.53 1.39
H 2.59 -1.72 0.02
O 2.69 -2.13 1.03
```

**E_HOMO**: -2.97 eV
**Orbital gap**: 6.6 eV
**Total charge**: -1
**LUMO**: 3.60 eV
**Molecular weight**: 118.16 g/mol

***

Order of stability, best first: i, ii